# 1
Computed, not measured: a cluster of 6 separate species, C13H19Cl20INO2 in total, with ωB97M-V/def2-TZVPD.

## Properties
molecular weight	1057.3	g mol⁻¹
HOMO energy	-12.580	eV
total energy	-277913.801	eV
total charge	+1
HOMO-LUMO gap	7.7	eV
LUMO level	-4.88	eV

Element x y z (Å)
C -1.697 -1.108 -1.989
O -1.476 0.305 -1.889
C -0.842 0.659 -0.707
N -0.623 2.123 -0.702
I 0.392 2.586 -2.528
C 0.356 2.433 0.401
C 0.735 3.904 0.539
O 0.264 4.502 1.740
C -1.890 2.944 -0.706
C -3.042 2.547 0.235
C -3.989 1.501 -0.367
C -2.665 2.199 1.677
H -2.764 -1.313 -1.929
H -1.305 -1.465 -2.937
H -1.202 -1.657 -1.188
H 0.138 0.176 -0.640
H -1.434 0.359 0.160
H -0.008 2.035 1.346
H 1.256 1.863 0.177
H 1.819 4.010 0.502
H 0.324 4.505 -0.271
H 0.031 3.830 2.388
H -2.276 2.881 -1.721
H -1.645 3.989 -0.542
H -3.642 3.456 0.306
H -4.240 1.800 -1.384
H -3.556 0.505 -0.389
H -4.914 1.502 0.204
H -3.515 2.421 2.319
H -2.431 1.147 1.830
H -1.860 2.832 2.046
C -3.063 2.656 -5.652
Cl -3.959 1.822 -6.913
Cl -3.966 4.070 -5.106
Cl -2.810 1.565 -4.278
Cl -1.488 3.167 -6.275
C 3.400 -1.156 -1.365
Cl 4.860 -2.124 -1.228
Cl 2.360 -1.506 0.029
Cl 3.821 0.563 -1.391
Cl 2.542 -1.565 -2.852
C 1.685 -6.052 0.918
Cl -0.004 -6.139 0.402
Cl 1.757 -5.779 2.660
Cl 2.510 -7.554 0.518
Cl 2.473 -4.699 0.087
C 0.368 -0.086 4.878
Cl 1.330 -1.026 6.004
Cl 0.857 1.615 4.957
Cl 0.641 -0.690 3.229
Cl -1.341 -0.229 5.281
C 6.749 -6.865 2.023
Cl 7.772 -7.729 0.876
Cl 5.423 -6.082 1.153
Cl 6.079 -8.003 3.194
Cl 7.705 -5.643 2.866

Atomic partial charges in e from the natural (NBO) method, atoms 1 to 5: -0.2631, -0.5601, 0.0793, -0.3434, 0.4718



# 2
Computed, not measured: a cluster of 2 separate species, C3H9BrClIO7PSi in total in a non-equilibrium geometry, with ωB97M-V/def2-TZVPD.

## Properties
energy relative to the best compared isomer or geometry (same formula, charge and spin)	0.882	eV
molecular weight	458.4	g mol⁻¹
HOMO energy	-5.445	eV
total energy	-125418.761	eV
total charge	-1
HOMO-LUMO gap	7.6	eV
LUMO level	2.17	eV

Element x y z (Å)
C 0.244 3.179 -1.609
C 1.179 1.931 -1.444
C 0.240 0.701 -1.034
I 0.743 -1.090 -2.139
Si 0.363 0.549 0.863
Br -1.722 0.875 1.744
P 1.113 -1.387 1.652
O -0.004 -2.384 1.826
O 1.694 -1.046 3.225
O 2.449 -2.001 0.827
H -0.579 3.214 -0.852
H -0.235 3.251 -2.608
H 0.863 4.093 -1.454
H 1.994 2.078 -0.705
H 1.626 1.691 -2.436
H -0.819 0.937 -1.289
H 1.219 1.598 1.446
H 2.657 -1.035 3.139
H 2.920 -2.515 1.500
O -3.071 -3.966 0.099
Cl -3.189 -2.542 -0.122
O -1.949 -2.036 -0.680
O -3.464 -1.875 1.132
O -4.270 -2.284 -1.052

Atomic partial charges in e from the natural (NBO) method, atoms 1 to 5: -0.6225, -0.4321, -0.8186, 0.1613, 0.9476



# 3
Computed, not measured: a structure of composition C7H15ErO7PS in a non-equilibrium geometry, with ωB97M-V/def2-TZVPD.

## Properties
energy relative to the best compared isomer or geometry (same formula, charge and spin)	0.000	eV
molecular weight	441.5	g mol⁻¹
expectation value of S²	3.76
HOMO energy (alpha / beta)	-19.656 / -19.638	eV
total energy	-69542.699	eV
total charge	+3
HOMO-LUMO gap (alpha / beta)	6.8 / 5.1	eV
LUMO level (alpha / beta)	-12.87 / -14.50	eV
spin multiplicity	4

Element x y z (Å)
C -2.329 0.497 2.650
C -2.014 0.020 1.148
C -1.026 1.108 0.554
C -0.675 0.925 -0.977
C 0.172 2.162 -1.525
C 0.126 -0.379 -1.330
O -0.411 -1.695 -0.996
S 0.659 -2.658 -1.860
O 0.769 -4.071 -1.473
O 0.420 -2.736 -3.372
O 2.024 -1.697 -1.805
C 1.654 -0.495 -1.008
P 2.211 -0.992 0.716
O 1.858 0.015 1.791
O 1.685 -2.504 1.174
O 3.884 -1.090 0.653
H -1.775 1.451 2.919
H -3.419 0.694 2.816
H -1.946 -0.289 3.350
H -2.986 0.160 0.596
H -1.622 -1.019 1.095
H -1.612 2.112 0.638
H -0.133 1.228 1.229
H -1.653 0.904 -1.540
H 1.042 2.294 -0.825
H -0.437 3.089 -1.656
H 0.607 1.830 -2.508
H 0.126 -0.361 -2.466
H 2.320 0.313 -1.410
H 0.737 -2.487 1.391
H 4.147 -0.184 0.915
Er -2.402 3.854 1.117

Atomic partial charges in e from the natural (NBO) method, atoms 1 to 5: -0.6313, -0.4236, -0.2818, -0.2536, -0.6209